73
Properties=species:S:1:pos:R:3:forces:R:3 method="wB97M-V/def2-TZVPD" homo_lumo_gap_ev="7.46 / 6.23" e_tot_ev=-60580.795 multiplicity=6 s2=8.765 lumo_ev="-2.96 / -4.40" homo_ev="-10.4 / -10.6" charge=+1
H 3.635 0.823 -0.778 0.405 1.450 0.387
C 0.064 0.723 -4.391 0.749 -1.132 1.614
H -2.443 3.150 -2.748 -0.391 0.390 0.200
C 4.343 -0.570 -2.263 -1.253 -0.095 1.058
H -3.264 -3.471 -2.994 0.059 -0.238 0.750
O -2.242 -0.316 -0.535 0.242 0.311 -0.397
C -1.322 2.647 -4.496 -1.029 1.229 -1.334
C -2.893 -4.343 0.273 1.320 -0.483 4.100
C 1.749 -1.399 5.422 -0.002 -1.913 -1.751
C 2.181 -2.124 -1.418 0.430 0.319 -1.001
H -1.183 -3.704 1.565 -0.206 -0.527 0.571
C 0.593 4.622 -0.166 -1.227 -0.778 0.889
N 1.527 2.260 0.730 -2.029 -2.099 -1.165
C 4.128 -1.809 -2.806 0.228 -1.570 0.414
H -2.922 -0.649 2.354 -0.461 0.192 -0.740
H 5.233 -0.075 -2.428 1.689 1.164 -0.655
O -2.687 2.107 -0.337 0.111 -0.476 -0.439
C -1.699 -2.864 -1.634 -2.055 -1.878 -0.749
H -1.284 -2.315 -2.420 0.964 0.933 -0.810
H -1.286 0.826 1.873 0.322 -0.169 0.202
N 0.248 -2.421 -0.394 -1.259 -0.099 0.713
H 2.949 -3.591 -2.734 0.050 -0.067 -0.127
C 1.020 -0.281 5.119 0.295 -1.169 -1.526
C 2.243 3.343 0.820 2.467 -1.094 1.418
H -1.837 -1.138 3.565 0.539 -0.072 0.355
H 0.426 1.358 -6.895 0.552 -0.908 -0.279
S -1.808 1.046 -0.769 -0.324 0.654 0.069
N -1.539 0.875 2.878 -0.555 0.703 0.132
C 2.342 -0.833 -0.910 0.134 0.455 1.089
C 1.612 -2.103 3.058 0.881 -0.311 0.987
C -1.292 1.350 -2.469 0.603 0.232 -0.204
C -3.467 -4.327 -0.929 -0.203 0.469 -3.353
H -2.637 2.197 4.042 -0.108 0.045 -0.203
C -0.285 1.098 3.683 0.424 1.538 -2.085
H 0.863 0.088 -4.765 -0.159 0.082 -0.211
H 0.164 1.951 3.092 0.025 -0.883 0.618
C 3.459 -0.057 -1.313 -1.412 -2.423 -0.195
C -0.399 1.799 -5.127 -0.276 0.580 1.389
C -2.411 -0.296 3.224 0.965 0.121 -0.327
H -1.818 3.441 -5.125 0.824 -0.666 0.851
H -3.090 0.037 3.960 -0.780 0.116 0.862
H -0.505 1.514 4.650 -0.595 0.014 0.314
C -2.870 -3.568 -1.970 0.479 0.484 1.258
C 0.299 2.345 0.134 0.379 1.255 0.784
H 2.095 -1.616 6.400 0.238 0.006 0.800
H 0.072 -0.327 -2.420 -0.159 0.728 -0.993
N -0.195 3.527 -0.324 0.990 -0.936 0.071
C 0.975 -0.911 2.714 -0.311 0.388 1.785
C -1.692 -3.711 0.623 0.320 1.077 -1.711
Ru 0.845 -0.477 0.714 0.395 -0.094 -1.511
H 4.839 -2.425 -3.332 0.519 0.800 -0.712
H -4.307 -4.954 -1.162 -0.391 -0.017 0.157
H -0.146 2.838 -6.881 -0.849 1.290 -0.267
N 1.030 -2.940 -1.199 0.501 0.878 0.156
C 1.946 -2.376 4.421 0.309 0.911 -0.251
C -1.741 2.487 -3.200 0.344 -1.836 0.726
H -3.202 2.091 2.350 0.507 0.303 0.015
H -3.271 -4.907 1.122 -0.577 -0.206 -0.435
N 0.185 2.116 -6.307 0.451 -0.558 -0.488
H 2.436 5.440 0.721 -0.290 -0.053 -0.270
N -0.438 1.116 0.162 0.761 2.181 -0.676
H -1.681 3.056 2.843 -0.421 -0.865 -0.454
H 3.271 3.172 1.216 -0.842 0.319 -0.135
C -0.322 0.505 -3.057 -1.027 0.032 0.326
C -1.094 -3.010 -0.406 0.960 0.040 -0.354
C 1.810 4.577 0.508 -0.613 1.775 -1.163
H 1.966 -2.762 2.244 -0.277 0.089 0.691
H 2.487 -3.265 4.736 -0.169 -0.047 -0.441
C 3.084 -2.582 -2.369 -1.022 -0.676 0.174
H 0.794 0.363 5.902 -0.593 1.368 1.127
C 0.590 -0.071 3.814 0.510 -0.612 -0.073
C -2.315 2.155 2.995 -0.570 0.133 0.589
H 0.083 5.543 -0.456 0.496 -0.100 -0.154

=====

23
Properties=species:S:1:pos:R:3:forces:R:3 method="wB97M-V/def2-TZVPD" homo_lumo_gap_ev=9.29 e_tot_ev=-37620.773 lumo_ev=-4.74 homo_ev=-14.0 charge=+1
O -1.350 1.678 -0.593 0.470 0.009 1.152
N 3.307 0.511 1.196 -2.137 2.627 -0.892
C 0.513 -2.331 -0.700 -3.665 -0.403 1.686
H -0.024 -0.219 -2.454 0.614 0.834 1.050
N 1.569 -0.557 0.458 -1.859 -2.860 -0.629
H 1.643 0.204 -2.163 2.427 0.770 -1.157
H 3.788 -0.357 1.148 -0.174 -0.740 0.157
H 0.456 -2.686 0.364 0.461 0.135 -0.885
S 0.344 1.766 -0.861 0.774 -0.004 -2.022
H -0.629 -2.527 -1.007 2.925 0.543 -0.164
H -3.791 1.864 1.236 0.112 -0.660 0.069
C 2.056 0.643 0.617 3.594 -1.161 1.498
H -4.058 0.772 -0.198 0.489 0.050 1.507
C 0.738 0.127 -1.690 -4.046 -1.237 1.156
H 1.269 -2.905 -1.204 0.120 -0.172 -0.563
H 3.831 1.313 1.482 0.192 0.433 -0.091
C 0.869 -0.890 -0.565 1.000 -0.185 -0.659
O -1.476 -0.634 -0.005 -1.061 -0.474 -0.142
O -1.030 0.948 1.768 -0.871 0.434 -0.490
S -1.797 0.623 0.599 0.026 -0.818 1.589
C -3.639 0.833 0.868 1.118 1.820 -3.387
H -4.070 0.062 1.455 0.241 -0.763 0.755
N 1.480 1.760 0.248 -0.749 1.823 0.463

=====

6
Properties=species:S:1:pos:R:3:forces:R:3 method="wB97M-V/def2-TZVPD" homo_lumo_gap_ev=9.34 de_lowest_kcal_mol=28.4 smiles="S=[PH2]S" e_tot_ev=-31006.846 lumo_ev=-0.07 homo_ev=-9.4 charge=0
S 1.370 0.792 -0.213 -0.867 2.637 2.838
H 0.925 1.765 1.043 1.000 -2.335 -2.938
H 0.003 -1.285 -1.194 -0.343 1.113 0.157
S -2.075 0.414 -0.202 -0.848 0.278 0.470
P -0.358 -0.365 -0.104 1.209 -0.565 -2.959
H 0.135 -1.321 0.670 -0.151 -1.129 2.432